# 1
C26H31N4O2ReS2Si | the ωB97M-V functional and the def2-TZVPD basis

Structure (XYZ):
```
67
C26H31N4O2ReS2Si, DFT the ωB97M-V functional and the def2-TZVPD basis
Re -0.30784 -0.06080 0.00598
C 0.22901 0.70976 -2.91054
N 0.70400 -0.29622 -1.93290
C 2.18484 -0.31072 -1.96481
C 0.19674 -1.64853 -2.30000
C 0.42613 -2.57507 -1.12604
C 0.77970 -3.89976 -1.29372
C 1.02502 -4.68861 -0.17620
C 0.93113 -4.15056 1.10225
C 0.56773 -2.82717 1.26843
C 0.31171 -1.99926 0.16633
H 0.66416 0.51035 -3.89307
H 0.54610 1.70008 -2.58369
H -0.85754 0.67497 -2.97637
H 2.53190 -0.60094 -2.96018
H 2.56182 -1.02008 -1.23121
H 2.55682 0.68347 -1.73450
H 0.70134 -1.99806 -3.20588
H -0.87032 -1.55370 -2.52499
H 0.87715 -4.31821 -2.28797
H 1.30260 -5.72658 -0.30390
H 1.13709 -4.76954 1.96479
H 0.49811 -2.43073 2.27253
C 2.49433 2.23737 0.38962
Si 1.23318 1.24187 1.39157
C 0.14638 2.49407 2.30776
C 2.19797 0.17352 2.61982
C 2.06279 0.36988 3.99661
C 2.80381 -0.37531 4.90399
C 3.70164 -1.32883 4.44898
C 3.86021 -1.52934 3.08371
C 3.11811 -0.78180 2.18474
H 2.89713 3.00610 1.05480
H 2.06116 2.75397 -0.46917
H 3.33999 1.63858 0.05069
H 0.77568 3.16210 2.90125
H -0.57707 2.02675 2.97590
H -0.41208 3.11196 1.60254
H 1.37573 1.11940 4.37359
H 2.68662 -0.20344 5.96601
H 4.28439 -1.90720 5.15347
H 4.56629 -2.26577 2.72291
H 3.25327 -0.95747 1.12219
N -6.94230 5.14128 -1.26091
C -6.03669 4.13737 -1.12893
C -6.40889 2.90100 -0.57767
C -5.48148 1.89092 -0.44168
C -4.16698 2.10148 -0.83648
C -3.77513 3.31710 -1.38592
C -4.69683 4.32794 -1.52080
S -3.06818 0.76001 -0.82873
O -1.72782 1.37029 -0.40526
O -2.98339 0.16657 -2.13531
N -3.49843 -0.24949 0.25296
C -2.87159 -0.46487 1.39772
S -3.75752 -0.94555 2.79613
C -2.30086 -0.99025 3.71660
C -1.25715 -0.63924 2.94785
N -1.55219 -0.36730 1.62339
H -7.91428 4.97888 -1.07246
H -6.70128 5.98802 -1.74170
H -7.42970 2.74269 -0.25568
H -5.76916 0.93892 -0.01645
H -2.74872 3.47419 -1.68939
H -4.39114 5.28277 -1.92849
H -2.28797 -1.27526 4.75362
H -0.23116 -0.57597 3.26698
```

Kohn-Sham gap (alpha / beta) = 6.119 / 6.541 eV
HOMO level (alpha / beta) = -10.687 / -10.673 eV
2S+1 = 2
charge = +1
LUMO level (alpha / beta) = -4.57 / -4.13 eV

***

# 2
C53H84ClO20 | the ωB97M-V functional and the def2-TZVPD basis

Structure (XYZ):
```
158
C53H84ClO20, DFT the ωB97M-V functional and the def2-TZVPD basis
C -3.56658 -2.15457 0.81128
C -2.94270 -3.31599 1.08974
C -1.49486 -3.47566 0.85179
O -0.70577 -2.55746 0.76438
O -1.14982 -4.76944 0.70396
C 0.19626 -4.97858 0.22175
C 0.33950 -4.67632 -1.26795
C 1.30481 -3.52658 -1.59539
C 1.33609 -3.26295 -3.10688
C 0.50756 -2.06492 -3.61895
C -0.78523 -1.72858 -2.83881
C -0.84335 -0.28821 -2.31202
C -2.19851 -0.14177 -1.59972
C -3.26277 0.65796 -2.37095
C -2.85816 2.09878 -2.67234
C -4.60694 0.66198 -1.62676
C 0.31113 0.00859 -1.37381
C 0.77562 1.48349 -1.27426
C -0.14620 2.44073 -0.50855
Cl 1.18680 2.12108 -2.90972
H -4.57315 -2.16138 0.40060
H -3.13549 -1.17796 0.99047
H -3.50670 -4.16305 1.46794
H 0.92556 -4.43304 0.82110
H 0.39865 -6.03644 0.38776
H -0.64297 -4.49569 -1.70884
H 0.74185 -5.55834 -1.76381
H 2.29791 -3.87250 -1.28166
H 1.08326 -2.63628 -1.00773
H 2.37763 -3.07539 -3.39519
H 1.05827 -4.17638 -3.64224
H 0.23299 -2.30747 -4.65059
H 1.09751 -1.14949 -3.69450
H -0.99750 -2.48162 -2.05174
H -1.62233 -1.79314 -3.54392
H -2.64233 -1.15663 -1.49769
H -2.08109 0.25045 -0.57762
H -3.38086 0.15716 -3.33772
H -3.47650 2.50016 -3.48183
H -1.82124 2.13452 -3.01080
H -2.95009 2.72525 -1.77944
H -5.28798 1.40885 -2.04456
H -4.43486 0.85016 -0.56391
H -5.11337 -0.30369 -1.73284
H 0.09341 -0.26945 -0.31440
H 1.21675 -0.53187 -1.67428
H 1.72974 1.45141 -0.74194
H -0.92136 1.91368 0.03495
H -0.55617 3.19664 -1.17335
H 0.44722 2.98232 0.23058
O -0.48518 -7.54633 -1.60638
C -1.32024 -8.20307 -1.06036
O -1.99103 -9.19095 -1.70346
C -3.01209 -9.74158 -0.85422
C -2.56822 -9.40340 0.56528
C -1.83443 -8.07728 0.36039
H -3.96389 -9.27537 -1.11534
H -3.08389 -10.80943 -1.04279
H -3.39661 -9.35209 1.26897
H -1.86765 -10.15955 0.92356
H -2.50296 -7.21653 0.40693
H -1.00997 -7.93075 1.05194
O 1.83890 -1.41465 -8.29884
C 2.04392 -0.45920 -7.60062
O 1.07537 0.17112 -6.92068
C 1.60062 1.34897 -6.26069
C 3.09327 1.08881 -6.13228
C 3.37339 0.24030 -7.37026
H 1.38449 2.21794 -6.88402
H 1.12392 1.47551 -5.29373
H 3.67856 2.00453 -6.07352
H 3.28596 0.50464 -5.23054
H 3.59366 0.85275 -8.24678
H 4.16536 -0.48972 -7.22403
O 1.98431 4.83942 -6.89078
C 1.52917 5.34922 -5.90425
O 0.84675 4.65983 -4.97608
C 0.33368 5.53711 -3.95868
C 1.22270 6.76884 -4.02232
C 1.59109 6.81600 -5.50597
H -0.71017 5.75818 -4.19198
H 0.37618 5.02754 -3.00000
H 0.73742 7.66849 -3.65280
H 2.11731 6.60036 -3.42274
H 0.85856 7.36767 -6.09796
H 2.58487 7.21557 -5.69069
O -0.09456 4.66491 2.21002
C -0.84783 3.95606 2.80995
O -1.45709 2.88281 2.25541
C -2.37725 2.30003 3.19250
C -1.90125 2.75120 4.56826
C -1.30651 4.12223 4.25058
H -3.38006 2.66710 2.96248
H -2.35991 1.22017 3.06414
H -2.69315 2.76824 5.31286
H -1.11565 2.08687 4.93205
H -2.05674 4.91433 4.28685
H -0.46759 4.37391 4.89307
O -4.07646 -10.84821 -4.31618
C -3.21325 -10.42340 -5.02919
O -3.04315 -10.86941 -6.29879
C -1.87319 -10.26692 -6.88176
C -1.63633 -8.99291 -6.08108
C -2.15482 -9.39180 -4.70065
H -1.04417 -10.97286 -6.79210
H -2.06532 -10.08333 -7.93618
H -0.59913 -8.66615 -6.09109
H -2.24632 -8.18348 -6.48372
H -1.38798 -9.86765 -4.09167
H -2.58577 -8.56023 -4.15533
O 0.97454 8.38369 -1.10477
C 2.10746 8.26117 -0.74727
O 2.83239 7.13159 -0.93579
C 4.11773 7.26578 -0.30529
C 4.35939 8.76451 -0.18206
C 2.93802 9.29174 -0.00280
H 4.07329 6.77241 0.66770
H 4.85831 6.76217 -0.92155
H 5.03997 9.02233 0.62695
H 4.78067 9.14917 -1.11212
H 2.62598 9.29351 1.04243
H 2.79359 10.27817 -0.43359
O -3.16339 2.88816 7.92438
C -2.44604 3.82906 8.09534
O -1.24458 3.94464 7.47930
C -0.55704 5.12397 7.94901
C -1.65056 6.03128 8.49673
C -2.67276 5.01902 9.00830
H 0.15766 4.82716 8.71871
H -0.01243 5.57380 7.12281
H -1.28741 6.72483 9.25175
H -2.08792 6.61449 7.68512
H -2.47031 4.70784 10.03427
H -3.69833 5.36728 8.92721
O 4.08416 -4.14883 4.14284
C 3.04538 -3.56088 4.05120
O 1.98378 -4.04836 3.38085
C 0.91229 -3.07796 3.35398
C 1.18183 -2.16424 4.54198
C 2.70747 -2.19060 4.61169
H 0.94358 -2.54575 2.40477
H -0.03586 -3.60499 3.42507
H 0.75239 -1.17205 4.41724
H 0.76602 -2.60083 5.45242
H 3.16405 -1.43528 3.96975
H 3.09172 -2.09652 5.62279
O 3.04927 5.11634 8.81589
C 3.06594 4.18367 8.06615
O 2.69858 4.27814 6.76763
C 2.70859 2.97298 6.15341
C 3.64517 2.13503 7.01400
C 3.43511 2.74995 8.39464
H 1.68604 2.58814 6.15105
H 3.04857 3.07482 5.12623
H 3.43330 1.07089 6.96197
H 4.67682 2.28883 6.69530
H 2.59822 2.29257 8.92522
H 4.32608 2.72036 9.01492
```

Kohn-Sham gap = 2.920 eV
HOMO level = -1.414 eV
2S+1 = 1
charge = -1
LUMO level = 1.51 eV

***

# 3
C46H50CdClN3O7STe | the ωB97M-V functional and the def2-TZVPD basis

Structure (XYZ):
```
110
C46H50CdClN3O7STe, DFT the ωB97M-V functional and the def2-TZVPD basis
Cd -1.01204 1.00770 1.40573
C 1.86878 1.50351 3.01946
C 2.20129 1.53344 1.56487
O 3.27079 1.94538 1.15356
N 1.13253 0.99547 0.84758
Te 1.58514 1.15678 -1.20253
C 3.02671 -0.57300 -1.12996
C 2.68219 -1.92173 -0.93729
C 1.28640 -2.55656 -1.21142
C 3.70724 -2.84604 -0.56711
C 5.04796 -2.52762 -0.39184
C 6.10018 -3.49498 0.03514
C 5.33212 -1.20825 -0.86817
C 4.39081 -0.19303 -1.18039
C 4.84137 1.20404 -1.56199
C 1.41783 2.33820 -3.24612
C 0.74407 1.72051 -4.32268
C 0.47712 0.24019 -4.34968
C 0.41478 2.52105 -5.44845
C 0.49462 3.91105 -5.42418
C 0.22426 4.82843 -6.61396
C 1.09376 4.50024 -4.29905
C 1.53634 3.73637 -3.18397
C 1.92628 4.48854 -1.95426
H 2.85388 1.54797 3.57554
H 1.41798 0.53361 3.24091
H 1.19054 2.36329 3.25553
H 1.15511 -2.71268 -2.26644
H 0.46442 -1.93395 -0.87670
H 1.25140 -3.48452 -0.68948
H 3.36125 -3.86858 -0.47398
H 5.69699 -4.53025 0.05845
H 6.44327 -3.19937 0.99505
H 6.88576 -3.48565 -0.71883
H 6.37364 -0.94289 -0.89126
H 5.94469 1.33114 -1.55046
H 4.39177 1.96204 -0.89058
H 4.48849 1.51700 -2.52989
H -0.51561 -0.00214 -3.94211
H 1.16102 -0.29562 -3.66750
H 0.56135 -0.15100 -5.38733
H 0.00947 2.02857 -6.34101
H -0.27397 4.24922 -7.43146
H 1.12386 5.29753 -7.00912
H -0.48699 5.60661 -6.35690
H 1.18545 5.57628 -4.21230
H 2.19188 5.51767 -2.24871
H 2.88587 4.07928 -1.49325
H 1.10648 4.62219 -1.24253
C -5.22623 1.80641 3.67411
S -3.78638 0.66753 3.25548
C -3.17955 0.12418 4.92315
O -2.72566 1.62686 2.61464
H -4.82492 2.79169 3.46646
H -5.45539 1.63812 4.73973
H -6.08485 1.61110 3.00500
H -4.02452 -0.39612 5.42349
H -2.90151 1.02968 5.39352
H -2.33065 -0.54964 4.84450
C -4.80853 1.82214 -3.01345
C -4.30377 3.11142 -3.41480
C -4.11134 3.45970 -4.73014
C -3.81795 4.76473 -5.15246
Cl -3.55981 5.03093 -6.80855
C -3.48866 5.68849 -4.14127
C -3.35781 5.30612 -2.83338
C -3.80260 4.03587 -2.44134
O -3.87200 3.58533 -1.19543
C -3.19820 4.16527 -0.02907
C -1.65729 4.06557 -0.15275
O -1.06415 4.97127 -0.77330
O -1.13150 3.01780 0.35716
H -5.84281 1.67031 -3.34253
H -4.83936 1.77298 -1.94958
H -4.13171 1.04922 -3.28517
H -4.16673 2.70490 -5.51737
H -3.17858 6.69169 -4.48289
H -2.86365 5.93117 -2.09093
H -3.58258 3.51181 0.79051
H -3.42906 5.25769 0.03896
O -1.46339 -1.15505 0.67380
C -0.87145 -1.70921 1.68870
N -0.58690 -3.02617 1.73088
C -0.27540 -3.52529 3.08235
C -0.31161 -2.06120 3.81196
O -0.25277 -1.89749 5.02277
N -0.60866 -1.10207 2.86609
C -1.31419 -4.59212 3.62293
C -1.45910 -5.74519 2.85500
C -2.12848 -6.86544 3.30102
C -2.61375 -6.83089 4.62302
C -2.55844 -5.58400 5.33612
C -1.89702 -4.49966 4.85936
C 1.11292 -4.07916 3.05820
C 1.56547 -5.02748 2.10011
C 2.76420 -5.75515 2.40249
C 3.58114 -5.46108 3.45195
C 3.20540 -4.39428 4.32206
C 2.02193 -3.71401 4.12139
H -0.90118 -3.64618 0.98353
H -1.14759 -5.74684 1.83629
H -2.09756 -7.74510 2.67328
H -2.89279 -7.69942 5.17510
H -3.05110 -5.50040 6.28604
H -1.64319 -3.66655 5.49096
H 0.99063 -5.37044 1.26425
H 3.00140 -6.47889 1.65925
H 4.43796 -6.06467 3.61397
H 3.84525 -4.03161 5.10476
H 1.63753 -2.92458 4.77115
```

Kohn-Sham gap (alpha / beta) = 5.472 / 5.951 eV
HOMO level (alpha / beta) = -3.810 / -4.289 eV
2S+1 = 2
charge = -1
LUMO level (alpha / beta) = 1.66 / 1.66 eV

***

no.,E_tot (eV),largest force on an atom (hartree/bohr)
1,-69192.38313,0.014
2,-109796.30465,0.026
3,-102530.20461,0.063